Entry A
Formula: C21H25N3O2
Source: the Open Molecules 2025 dataset
Level of theory: wB97M-V/def2-TZVPD

The geometry in XYZ format:
```
51
Properties=species:S:1:pos:R:3
C -0.611 -2.465 -2.934
N -1.303 -2.386 -1.668
C -1.508 -3.652 -1.002
C -0.216 -4.300 -0.476
C 0.343 -3.654 0.796
N 0.674 -2.258 0.627
C 1.733 -1.872 -0.130
O 2.545 -2.658 -0.582
C 1.803 -0.400 -0.367
C 2.305 0.049 -1.582
C 2.333 1.405 -1.848
C 1.877 2.316 -0.916
C 1.402 1.880 0.322
N 0.948 2.787 1.285
C 0.205 2.337 2.451
C -0.425 3.615 3.005
C 0.566 4.690 2.582
C 1.197 4.131 1.316
O 1.821 4.774 0.505
C 1.371 0.513 0.587
C -1.557 -1.160 -1.107
C -2.214 -1.008 0.127
C -2.491 0.242 0.645
C -2.120 1.392 -0.029
C -1.454 1.264 -1.235
C -1.173 0.022 -1.764
H 0.423 -2.115 -2.859
H -0.599 -3.501 -3.265
H -1.131 -1.875 -3.692
H -1.964 -4.338 -1.726
H -2.218 -3.537 -0.184
H 0.556 -4.254 -1.245
H -0.419 -5.351 -0.262
H 1.261 -4.179 1.073
H -0.375 -3.735 1.616
H -0.069 -1.590 0.773
H 2.664 -0.673 -2.300
H 2.710 1.761 -2.796
H 1.903 3.370 -1.134
H -0.545 1.600 2.157
H 0.886 1.887 3.184
H -0.572 3.566 4.082
H -1.392 3.789 2.531
H 0.116 5.662 2.390
H 1.360 4.823 3.320
H 1.042 0.149 1.547
H -2.541 -1.867 0.692
H -3.011 0.311 1.592
H -2.350 2.368 0.373
H -1.144 2.146 -1.776
H -0.642 -0.020 -2.699
```

Computed properties:
SMILES string: CN(CCCNC(=O)c1cccc(N2CCCC2=O)c1)c1ccccc1
spin multiplicity: 1
highest occupied orbital energy: -7.71 eV



Entry B
Formula: C21H25N3O2
Source: the Open Molecules 2025 dataset
Level of theory: wB97M-V/def2-TZVPD

The geometry in XYZ format:
```
51
Properties=species:S:1:pos:R:3
C -2.604 1.855 -2.086
N -2.358 2.385 -0.765
C -1.371 1.739 0.062
C -0.002 2.442 0.032
C 0.825 2.060 -1.198
N 1.273 0.689 -1.128
C 0.745 -0.308 -1.869
O -0.071 -0.116 -2.754
C 1.255 -1.677 -1.551
C 1.272 -2.622 -2.571
C 1.703 -3.906 -2.302
C 2.112 -4.262 -1.029
C 2.096 -3.324 0.005
N 2.513 -3.681 1.295
C 3.113 -4.981 1.554
C 3.715 -4.848 2.953
C 2.836 -3.790 3.604
C 2.346 -2.950 2.437
O 1.883 -1.836 2.529
C 1.659 -2.030 -0.271
C -3.051 3.484 -0.322
C -2.776 4.090 0.913
C -3.491 5.190 1.345
C -4.497 5.737 0.569
C -4.780 5.153 -0.654
C -4.077 4.051 -1.095
H -1.893 1.063 -2.307
H -3.615 1.438 -2.164
H -2.490 2.633 -2.846
H -1.254 0.709 -0.281
H -1.736 1.694 1.093
H 0.560 2.179 0.931
H -0.155 3.522 0.029
H 1.701 2.713 -1.275
H 0.230 2.160 -2.107
H 1.917 0.460 -0.387
H 0.940 -2.334 -3.556
H 1.717 -4.647 -3.087
H 2.424 -5.278 -0.851
H 2.344 -5.763 1.526
H 3.874 -5.205 0.803
H 4.743 -4.490 2.886
H 3.714 -5.795 3.489
H 1.961 -4.230 4.087
H 3.350 -3.171 4.336
H 1.599 -1.324 0.540
H -1.997 3.709 1.553
H -3.250 5.628 2.304
H -5.050 6.599 0.910
H -5.564 5.561 -1.277
H -4.339 3.625 -2.049
```

Computed properties:
SMILES string: CN(CCCNC(=O)c1cccc(N2CCCC2=O)c1)c1ccccc1
spin multiplicity: 1
highest occupied orbital energy: -7.22 eV



Entry C
Formula: C21H25N3O2
Source: the Open Molecules 2025 dataset
Level of theory: wB97M-V/def2-TZVPD

The geometry in XYZ format:
```
51
Properties=species:S:1:pos:R:3
C 1.678 1.717 -1.424
C 1.426 2.111 0.006
C 2.599 2.281 0.924
C 3.032 0.939 1.550
C 3.574 -0.015 0.526
C 4.897 0.079 0.110
C 5.397 -0.777 -0.855
C 4.580 -1.743 -1.417
C 3.261 -1.845 -1.009
C 2.762 -0.987 -0.045
N 0.283 2.324 0.516
N -0.835 2.204 -0.239
C -2.072 2.418 0.271
O -2.335 2.731 1.405
C -3.151 2.235 -0.811
C -3.073 0.817 -1.346
O -2.104 0.420 -1.969
N -4.149 0.053 -1.084
C -4.171 -1.372 -1.313
C -4.105 -2.148 0.012
C -2.812 -1.867 0.726
C -1.718 -2.703 0.552
C -0.520 -2.439 1.192
C -0.397 -1.319 1.998
C -1.474 -0.465 2.160
C -2.676 -0.745 1.534
H 2.730 1.505 -1.586
H 1.102 0.830 -1.692
H 1.378 2.528 -2.090
H 3.438 2.712 0.375
H 2.309 2.955 1.730
H 3.799 1.146 2.299
H 2.166 0.505 2.050
H 5.540 0.830 0.548
H 6.428 -0.692 -1.167
H 4.970 -2.412 -2.169
H 2.617 -2.595 -1.445
H 1.730 -1.065 0.263
H -0.779 1.801 -1.176
H -2.942 2.932 -1.624
H -4.122 2.464 -0.375
H -4.879 0.425 -0.497
H -3.301 -1.605 -1.931
H -5.083 -1.636 -1.858
H -4.952 -1.854 0.638
H -4.192 -3.213 -0.207
H -1.808 -3.575 -0.082
H 0.318 -3.108 1.062
H 0.534 -1.119 2.507
H -1.383 0.423 2.766
H -3.515 -0.083 1.691
```

Computed properties:
SMILES string: C/C(CCc1ccccc1)=N\NC(=O)CC(=O)NCCc1ccccc1
spin multiplicity: 1
highest occupied orbital energy: -8.74 eV



Entry D
Formula: C21H25N3O2
Source: the Open Molecules 2025 dataset
Level of theory: wB97M-V/def2-TZVPD

The geometry in XYZ format:
```
51
Properties=species:S:1:pos:R:3
C -3.277 -6.183 -0.960
C -2.202 -5.294 -0.346
C -1.627 -4.278 -1.332
C -2.655 -3.234 -1.774
N -2.031 -2.158 -2.512
C -1.912 -0.913 -2.001
O -2.420 -0.539 -0.962
N -1.241 -0.018 -2.841
N -0.831 1.169 -2.202
C 0.494 1.276 -1.866
O 1.324 0.538 -2.361
C 0.785 2.375 -0.913
C 2.227 2.659 -0.588
C 1.380 1.958 0.424
C 0.941 2.696 1.648
C 1.893 3.226 2.509
C 1.505 3.889 3.659
C 0.160 4.025 3.962
C -0.793 3.492 3.112
C -0.406 2.830 1.961
C 1.583 0.497 0.682
C 2.859 -0.026 0.838
C 3.038 -1.375 1.085
C 1.942 -2.215 1.185
C 0.666 -1.697 1.043
C 0.486 -0.349 0.797
H -3.585 -6.945 -0.249
H -4.154 -5.603 -1.235
H -2.897 -6.681 -1.850
H -2.617 -4.764 0.514
H -1.386 -5.924 0.015
H -1.239 -4.801 -2.209
H -0.791 -3.756 -0.859
H -3.126 -2.775 -0.902
H -3.427 -3.692 -2.397
H -1.532 -2.396 -3.353
H -0.454 -0.381 -3.373
H -1.549 1.512 -1.576
H 0.073 3.190 -0.908
H 2.511 3.685 -0.407
H 2.953 2.074 -1.133
H 2.941 3.117 2.273
H 2.253 4.301 4.321
H -0.143 4.544 4.859
H -1.843 3.593 3.345
H -1.155 2.413 1.303
H 3.716 0.627 0.759
H 4.036 -1.772 1.197
H 2.083 -3.270 1.373
H -0.197 -2.342 1.125
H -0.516 0.038 0.681
```

Computed properties:
SMILES string: CCCCNC(=O)NNC(=O)[C@@H]1CC1(c1ccccc1)c1ccccc1
spin multiplicity: 1
highest occupied orbital energy: -8.83 eV



We find entry A to be the most stable, with the next structure 0.180 eV higher.



Entry A
Formula: C21H25N3O2
Source: the Open Molecules 2025 dataset
Level of theory: wB97M-V/def2-TZVPD

The geometry in XYZ format:
```
51
Properties=species:S:1:pos:R:3
C 1.899 3.885 -0.505
C 1.029 3.695 0.664
C 1.958 2.931 1.711
N 2.060 1.686 1.521
C 3.460 1.029 1.174
C 4.028 0.457 2.527
C 4.136 1.374 3.503
C 0.990 0.903 1.544
C 1.250 -0.744 1.149
C 0.212 -1.616 1.191
C -1.134 -1.193 1.551
C -2.187 -2.254 1.571
O -1.693 -3.554 1.750
C -3.008 -1.859 0.324
N -4.186 -1.462 -0.034
N -4.408 -1.417 -1.228
C -3.378 -2.082 -1.785
C -3.144 -1.992 -3.140
C -1.743 -2.559 -3.672
C -1.684 -2.521 -4.873
C -2.713 -2.342 -5.835
C -3.955 -1.752 -5.366
C -3.992 -2.017 -4.016
O -2.381 -2.354 -0.808
C -1.376 0.058 2.223
C -0.197 0.954 2.125
H 1.496 4.287 -1.219
H 2.967 4.391 -0.131
H 2.179 2.779 -0.866
H 0.791 4.631 1.103
H 0.169 3.258 0.448
H 1.172 3.092 2.676
H 2.722 3.465 1.911
H 3.182 0.752 0.359
H 3.935 2.067 1.038
H 5.123 0.011 2.077
H 3.393 -0.522 2.457
H 3.213 1.787 4.158
H 4.830 0.767 4.392
H 4.937 2.241 3.285
H 1.992 -1.088 0.921
H 0.333 -2.519 0.791
H -2.932 -1.849 2.290
H -2.603 -4.111 1.804
H -1.106 -2.698 -3.019
H -0.675 -2.852 -5.371
H -2.533 -2.552 -6.899
H -4.585 -1.556 -6.320
H -5.089 -1.466 -3.760
H -2.373 0.401 2.439
H -0.379 2.028 2.167
```

Computed properties:
SMILES string: CCCN(CCC)c1ccc([C@H](O)c2nnc(-c3ccccc3)o2)cc1
spin multiplicity: 1
highest occupied orbital energy: -7.21 eV



Entry B
Formula: C21H25N3O2
Source: the Open Molecules 2025 dataset
Level of theory: wB97M-V/def2-TZVPD

The geometry in XYZ format:
```
51
Properties=species:S:1:pos:R:3
C 1.598 1.565 -4.430
N 1.023 0.502 -3.641
C 1.886 -0.646 -3.473
C 3.123 -0.357 -2.591
C 3.252 -1.341 -1.430
N 2.114 -1.246 -0.549
C 1.360 -2.313 -0.205
O 1.614 -3.447 -0.571
C 0.168 -1.993 0.638
C -0.891 -2.896 0.633
C -2.033 -2.618 1.358
C -2.143 -1.439 2.075
C -1.083 -0.532 2.097
N -1.189 0.673 2.802
C -2.264 0.898 3.753
C -1.833 2.157 4.505
C -1.006 2.901 3.464
C -0.443 1.796 2.585
O 0.492 1.914 1.827
C 0.081 -0.835 1.397
C 0.131 0.832 -2.625
C -0.715 -0.147 -2.090
C -1.664 0.174 -1.143
C -1.795 1.475 -0.687
C -0.963 2.453 -1.200
C -0.017 2.141 -2.158
H 2.392 2.125 -3.918
H 2.024 1.126 -5.333
H 0.812 2.260 -4.725
H 2.200 -0.977 -4.467
H 1.312 -1.455 -3.023
H 3.031 0.649 -2.172
H 4.037 -0.387 -3.184
H 4.171 -1.128 -0.869
H 3.294 -2.373 -1.788
H 1.809 -0.320 -0.296
H -0.799 -3.802 0.053
H -2.858 -3.315 1.357
H -3.059 -1.232 2.605
H -3.212 1.063 3.225
H -2.373 0.035 4.413
H -1.208 1.888 5.357
H -2.684 2.730 4.867
H -1.628 3.542 2.835
H -0.207 3.509 3.881
H 0.909 -0.151 1.460
H -0.648 -1.167 -2.438
H -2.313 -0.602 -0.763
H -2.541 1.722 0.054
H -1.044 3.472 -0.850
H 0.620 2.928 -2.532
```

Computed properties:
SMILES string: CN(CCCNC(=O)c1cccc(N2CCCC2=O)c1)c1ccccc1
spin multiplicity: 1
highest occupied orbital energy: -7.59 eV



We find entry B to be the most stable, with the next structure 21.125 eV higher.